# 1
{"formula": "C22H29N3P2Ru", "method": "the ωB97M-V functional and the def2-TZVPD basis", "symbols": ["H", "H", "C", "H", "H", "C", "C", "H", "H", "H", "P", "C", "C", "H", "H", "H", "C", "N", "H", "H", "H", "H", "H", "H", "C", "H", "C", "H", "C", "H", "H", "C", "Ru", "N", "P", "H", "H", "C", "H", "C", "H", "C", "C", "C", "H", "H", "H", "C", "C", "H", "N", "C", "H", "C", "C", "C", "C"], "xyz": [[-2.586, -0.226, -2.859], [-1.330, -0.723, 4.975], [-2.565, 0.825, -2.514], [2.916, 2.533, -2.237], [-4.493, 0.189, -0.003], [-0.754, 1.457, 2.599], [-0.156, 1.178, -3.237], [-3.421, 2.862, -0.568], [1.003, -3.765, -2.016], [-0.755, 4.629, -4.635], [-2.117, 0.709, -0.633], [-0.500, -0.692, 2.939], [-1.534, 1.649, -3.230], [-1.233, -4.100, 0.104], [-2.774, 3.167, -4.178], [-1.508, 1.881, 4.525], [-2.491, 2.448, -0.144], [-0.242, 0.353, 2.055], [-0.338, -2.657, -2.653], [-2.063, -2.804, -0.909], [-1.691, 3.124, -0.478], [-2.561, 2.561, 0.946], [2.377, -2.380, 0.498], [1.009, 1.038, -0.459], [1.362, -0.495, -3.044], [-1.909, -2.594, 0.873], [2.165, 1.821, -2.637], [-3.559, 1.297, -2.647], [-1.097, -0.198, 4.064], [1.577, -0.521, 0.432], [-3.288, -0.407, 1.205], [1.459, -2.978, 0.605], [0.143, -0.058, 0.075], [0.209, -0.060, -3.594], [0.156, -2.157, -0.383], [1.274, -3.046, 1.692], [1.406, 4.148, -3.498], [2.415, 0.482, -2.851], [1.702, -3.981, 0.223], [3.944, -1.305, -3.349], [-0.189, -1.678, 2.638], [0.889, 2.162, -3.036], [0.633, -2.729, -2.126], [-1.776, 2.892, -3.808], [3.197, -3.363, -3.315], [4.499, 0.780, -2.980], [-0.703, 2.439, 2.162], [-0.659, 3.724, -4.050], [0.596, 3.429, -3.543], [4.924, -1.555, -3.728], [-1.205, 1.178, 3.856], [2.969, -2.308, -3.127], [-3.518, -1.288, -0.317], [1.677, -1.889, -2.802], [-3.496, -0.280, 0.127], [3.713, 0.028, -3.077], [-1.429, -3.016, -0.029]], "forces_ev_per_a": [[0.043, 0.399, -0.030], [-0.218, 0.333, 0.047], [-0.060, -0.248, 0.113], [-0.474, -0.465, -0.728], [0.611, -0.175, 0.068], [0.808, -0.803, 1.261], [0.704, 0.007, -0.837], [0.174, -0.479, 0.083], [-0.502, 0.320, -0.269], [-0.271, 0.124, 0.182], [-1.044, 0.656, -1.028], [0.033, 0.739, 0.046], [0.181, -0.440, -0.376], [-0.408, 0.517, -0.169], [0.401, 0.036, 0.639], [-0.051, -0.352, -0.192], [-0.068, 0.458, 0.127], [-1.586, 0.225, 1.196], [0.443, -0.305, -0.075], [0.090, -0.416, 0.468], [-0.004, -0.314, 0.018], [-0.044, -0.197, -0.306], [-0.343, -0.219, -0.042], [1.601, 2.086, -0.838], [0.943, 0.664, -0.876], [0.354, -0.275, -0.447], [0.026, -0.419, -0.681], [0.433, -0.436, 0.246], [0.743, 0.259, -0.533], [1.143, 0.246, -0.394], [-0.062, 0.175, -0.414], [0.635, -0.588, 0.012], [-2.516, 1.455, 0.677], [-1.796, -0.689, 3.684], [0.814, -3.095, -0.183], [-0.196, 0.049, -0.529], [-0.237, 0.199, -0.397], [0.930, -1.640, 0.185], [-0.275, 0.084, 0.250], [0.528, -0.122, -0.383], [-0.159, -0.059, 0.469], [-1.919, 1.446, -0.157], [-0.451, -0.178, -0.168], [0.829, -0.028, -0.204], [-0.008, 0.365, 0.541], [0.101, -0.482, -0.379], [-0.017, 0.044, 0.127], [-0.434, 0.227, -0.469], [0.134, 0.360, 1.058], [0.090, -0.337, 0.193], [0.033, -0.367, -0.881], [-0.285, 1.105, -0.102], [-0.031, 0.480, 0.118], [-0.254, 0.516, -0.196], [-0.111, 0.137, -0.279], [0.642, -0.270, 1.068], [0.360, -0.312, -0.314]], "lowdin_charge": [0.098, 0.131, -0.231, 0.176, 0.068, -0.152, -0.199, 0.064, 0.105, 0.126, 0.822, -0.119, -0.196, 0.072, 0.145, 0.177, -0.265, -0.146, 0.099, 0.041, 0.048, 0.027, 0.036, -0.056, -0.193, 0.037, 0.089, 0.107, -0.030, -0.037, 0.043, -0.267, 0.634, 0.257, 0.659, 0.051, 0.138, -0.178, 0.055, -0.016, 0.083, -0.173, -0.228, 0.026, 0.142, 0.140, 0.130, -0.004, 0.028, 0.123, 0.104, 0.042, 0.025, -0.186, -0.248, 0.017, -0.239], "relative_energy_kj_mol": 228.5, "charge": 2, "s2": 6.064, "homo_energy_ev": [-13.050, -14.057], "spin_multiplicity": 5}

***

# 2
{"formula": "C3H4O3Tl", "method": "the ωB97M-V functional and the def2-TZVPD basis", "symbols": ["O", "Tl", "C", "O", "H", "H", "H", "H", "C", "O", "C"], "xyz": [[-2.631, -0.269, -0.613], [3.340, 2.925, 0.899], [1.377, -0.046, 0.361], [-0.852, -0.967, 0.447], [0.720, -1.520, -0.808], [1.816, -0.676, 1.154], [-3.469, 0.224, -0.508], [-0.157, 0.153, -1.160], [0.233, -0.570, -0.430], [1.580, 1.151, 0.234], [-1.957, -0.405, 0.424]], "forces_ev_per_a": [[-0.333, 0.551, -0.421], [0.466, 0.511, 0.138], [-1.327, 2.479, 1.349], [0.257, 0.174, 1.245], [-1.410, 0.694, -0.458], [0.367, 0.008, -0.436], [-0.321, 0.061, -0.015], [0.447, -0.465, 0.024], [1.232, -1.996, -1.581], [0.787, -1.117, 0.121], [-0.165, -0.901, 0.034]], "lowdin_charge": [0.316, 1.138, -0.142, 0.140, 0.190, 0.171, 0.210, 0.163, -0.026, -0.175, 0.015], "relative_energy_kj_mol": 56.7, "charge": 2, "s2": 0.753, "homo_energy_ev": [-18.995, -19.025], "spin_multiplicity": 2}

***

# 3
{"formula": "ClHg", "method": "the ωB97M-V functional and the def2-TZVPD basis", "symbols": ["Hg", "Cl"], "xyz": [[-0.906, -0.326, 0.434], [0.906, 0.326, -0.434]], "forces_ev_per_a": [[-2.475, -0.890, 1.186], [2.475, 0.890, -1.186]], "lowdin_charge": [1.006, -0.006], "relative_energy_kj_mol": 0.0, "charge": 1, "homo_energy_ev": -17.484}